1.
64
Properties=species:S:1:pos:R:3:nbo_charge:R:1 method="wB97M-V/def2-TZVPD" max_force_ha_per_bohr=0.043 total_charge=-1 homo_energy_ev="-5.67 / -5.66" e_above_lowest_kcal_mol=22.82 spin_multiplicity=2 gap_ev="7.91 / 8.05" s_squared=0.850
Fe 0.53071 0.24696 1.16098 1.175
O 3.56937 2.49758 -0.47591 -0.564
C 2.58118 2.03080 0.03367 0.683
N 2.17960 0.72384 0.09475 -0.661
C 2.89355 -0.24981 -0.53263 0.658
O 3.68438 -0.16949 -1.44330 -0.570
C 2.62430 -1.59103 0.10358 0.146
C 3.44692 -2.67827 -0.11457 -0.208
C 3.21292 -3.83433 0.60765 -0.160
C 2.16871 -3.85648 1.51662 -0.242
C 1.38202 -2.72962 1.64533 0.079
N 1.60829 -1.62409 0.93586 -0.400
C 1.61123 2.92584 0.75358 0.156
C 1.86126 4.27268 0.87934 -0.208
C 0.89699 5.07077 1.46628 -0.145
C -0.29078 4.49193 1.87458 -0.249
C -0.46122 3.12684 1.72820 0.087
N 0.49570 2.35479 1.20017 -0.405
H 4.25618 -2.57221 -0.82381 0.247
H 3.84648 -4.70328 0.47942 0.214
H 1.96753 -4.72991 2.12177 0.219
H 0.55491 -2.68835 2.34358 0.208
H 2.79834 4.65288 0.49558 0.248
H 1.06052 6.13510 1.58923 0.212
H -1.09177 5.08021 2.30033 0.221
H -1.38065 2.64094 2.00983 0.246
N -0.02885 -0.48415 4.45924 -0.604
C -1.12267 -0.07504 3.72703 0.451
N -2.36700 -0.15704 4.15108 -0.394
N -3.09639 0.32756 3.11496 -0.088
N -2.32625 0.67438 2.14222 -0.140
N -1.03833 0.43824 2.51019 -0.442
C 1.24675 -0.11667 4.07055 0.445
N 2.28157 -0.10696 4.87801 -0.388
N 3.31569 0.26094 4.07942 -0.090
N 2.91406 0.44492 2.87006 -0.119
N 1.57098 0.21445 2.83142 -0.425
H -0.17201 -0.63801 5.44189 0.421
N -1.92840 -1.16972 -6.76752 -0.804
C -1.69187 -0.59573 -5.51789 0.183
C -0.39108 -0.49050 -5.02518 -0.304
C -0.15132 0.13418 -3.81370 -0.080
C -1.21332 0.64752 -3.08437 -0.406
C -2.51431 0.54156 -3.55516 -0.112
C -2.75137 -0.07334 -4.76965 -0.292
S -0.86538 1.48643 -1.57899 2.349
O -2.03374 2.22514 -1.18749 -0.940
O 0.36963 2.18768 -1.80462 -0.959
N -0.51930 0.29421 -0.50525 -0.925
C -1.46572 -0.65666 -0.25276 0.587
N -1.08620 -1.46048 0.75847 -0.525
C -1.94859 -2.37767 1.15654 0.114
C -3.17439 -2.55557 0.54792 -0.350
C -3.44087 -1.71589 -0.52166 0.114
N -2.61212 -0.77436 -0.93282 -0.497
H -1.21354 -1.78530 -7.11410 0.376
H -2.86202 -1.50399 -6.93077 0.375
H 0.43472 -0.89341 -5.60266 0.205
H 0.85943 0.23973 -3.43471 0.239
H -3.31980 0.94212 -2.95357 0.248
H -3.76447 -0.16051 -5.14952 0.201
H -1.64843 -2.99273 2.00060 0.190
H -3.87843 -3.30124 0.88713 0.218
H -4.37336 -1.79835 -1.07445 0.185

---

2.
15
Properties=species:S:1:pos:R:3:nbo_charge:R:1 method="wB97M-V/def2-TZVPD" max_force_ha_per_bohr=0.059 total_charge=0 homo_energy_ev=-10.24 e_above_lowest_kcal_mol=27.56 smiles="COC(N)=O.O=CO" gap_ev=10.96
C 0.43463 0.94352 1.68278 -0.256
O -0.58548 0.63064 0.73315 -0.527
C -0.80026 -0.68266 0.51927 0.886
N -1.91711 -0.88518 -0.20631 -0.814
O 0.05459 -1.54022 0.74292 -0.672
H 0.49315 2.02694 1.70830 0.193
H 1.39030 0.53128 1.36472 0.205
H 0.17718 0.54028 2.65909 0.189
H -1.98337 -1.76077 -0.69900 0.408
H -2.32867 -0.09448 -0.67561 0.406
O -0.00635 -0.30823 -2.35324 -0.615
C 0.97547 -0.35465 -1.66002 0.621
O 1.64358 0.72774 -1.25179 -0.692
H 1.22056 -1.31337 -0.95069 0.175
H 1.23180 1.53918 -1.61356 0.493

---

3.
61
Properties=species:S:1:pos:R:3:mulliken_spin:R:1 method="wB97M-V/def2-TZVPD" max_force_ha_per_bohr=0.085 total_charge=0 homo_energy_ev="-7.65 / -7.65" e_above_lowest_kcal_mol=8.95 spin_multiplicity=6 gap_ev="7.88 / 7.88" s_squared=9.335
Dy -0.36634 0.21148 0.56568 4.991
C -2.40328 2.60043 2.09299 -0.002
N -1.32032 1.64831 2.34995 0.028
C -1.80505 0.61676 3.32990 0.004
C -0.07411 2.35086 2.85435 0.003
C 0.94607 1.37708 3.37859 -0.002
N 1.02253 0.24611 2.46947 0.007
C 1.75259 -0.81871 2.78590 -0.004
C 1.90177 -1.93054 1.85841 0.006
F 1.24152 -1.80315 0.65876 0.011
C 2.62502 -3.08071 2.07809 0.001
F 2.60380 -4.07054 1.18906 0.000
C 3.39945 -3.18066 3.29510 0.000
C 3.26680 -2.08643 4.13630 0.000
F 3.87837 -2.12513 5.29507 0.000
C 2.42130 -1.00216 3.97004 -0.001
F 2.31661 -0.15990 5.03500 0.000
H -2.75807 3.09346 3.01595 -0.001
H -3.26675 2.09456 1.65377 0.000
H -1.96124 3.31235 1.39968 0.000
H -1.77866 1.06660 4.35641 0.001
H -1.23922 -0.30154 3.28100 -0.001
H -2.90818 0.41292 3.22276 -0.001
H -0.46376 3.07595 3.60827 -0.001
H 0.46125 2.92929 2.10914 -0.001
H 0.66665 1.06025 4.35768 0.000
H 1.97217 1.86314 3.56259 -0.001
H 4.10947 -3.94389 3.47558 0.000
Br -2.22167 2.40471 -1.30899 -0.002
C -0.87964 2.56048 -2.72132 -0.009
C -1.23163 3.34317 -3.81583 0.000
C -0.35382 3.48502 -4.91463 0.000
C 0.90170 3.03050 -4.75127 0.000
C 1.26901 2.26388 -3.61094 -0.001
C 2.57865 1.83274 -3.34893 -0.001
C 2.91334 0.95814 -2.41269 0.001
C 1.98570 0.64458 -1.46027 -0.030
C 0.70320 1.16645 -1.42139 0.024
C 0.36083 1.96782 -2.52589 -0.027
H -2.25117 3.79131 -3.85752 0.000
H -0.51728 3.95393 -5.85165 0.000
H 1.62461 3.12648 -5.50835 0.000
H 3.31165 2.11831 -4.13422 0.000
H 3.92414 0.72842 -2.28480 0.000
H 2.33179 -0.04984 -0.70643 -0.002
C -3.01755 -3.74111 -1.56171 0.001
Si -1.62304 -2.42030 -1.49399 0.003
C -0.09890 -3.39190 -1.98585 0.001
C -2.13956 -1.00572 -2.80659 0.005
C -1.64318 -1.65727 0.20024 0.009
H -3.10601 -4.12387 -2.65063 0.000
H -3.86826 -3.17023 -1.27733 0.000
H -2.91123 -4.56059 -0.93180 0.000
H 0.80450 -2.78986 -2.36485 0.000
H -0.43528 -4.08789 -2.77646 0.000
H 0.20261 -3.94665 -1.13512 -0.001
H -3.17736 -0.73147 -2.71613 0.000
H -1.89002 -1.44311 -3.78853 0.000
H -1.47582 -0.15441 -2.71550 -0.003
H -1.62655 -2.36460 1.06980 -0.006
H -2.68413 -1.19332 0.18408 0.004

---

4.
53
Properties=species:S:1:pos:R:3:nbo_charge:R:1 method="wB97M-V/def2-TZVPD" max_force_ha_per_bohr=0.018 total_charge=0 homo_energy_ev=-5.92 e_above_lowest_kcal_mol=38.90 gap_ev=6.37
Pt 0.70582 -0.04185 0.18318 0.675
N 3.04430 0.75042 -0.22491 -0.845
C 3.27149 1.97874 -0.99897 -0.222
C 2.14949 2.97006 -0.76865 -0.529
C 0.89203 2.63512 -1.53887 0.808
O -0.12204 3.42818 -1.20690 -0.735
O 0.81779 1.77786 -2.39208 -0.641
H 3.36577 0.84747 0.73170 0.373
H 3.53297 -0.03872 -0.62479 0.386
H 3.29797 1.70078 -2.05147 0.217
H 4.22756 2.44941 -0.75408 0.181
H 2.44334 3.98584 -1.04591 0.239
H 1.88542 3.01039 0.29111 0.235
N -2.33973 2.60250 -2.43600 -0.844
C -2.98754 1.64910 -1.51600 -0.235
C -1.96078 0.65079 -0.99110 -0.257
N -1.24929 1.07151 0.22447 -0.833
H -3.00974 3.26630 -2.80759 0.378
H -1.94052 2.10568 -3.22714 0.383
H -0.93104 3.18307 -1.75274 0.506
H -3.81947 1.11394 -1.98037 0.195
H -3.39921 2.22564 -0.68494 0.192
H -1.20441 0.47418 -1.76282 0.220
H -2.42101 -0.31641 -0.79731 0.239
H -1.78380 0.86016 1.05723 0.387
H -1.02667 2.06230 0.22274 0.396
Cl -5.08939 -3.27992 -1.91370 -0.035
C -3.41674 -3.01030 -1.48260 -0.096
C -3.03409 -3.04604 -0.14891 -0.186
C -1.71324 -2.80667 0.18811 -0.258
C -0.73290 -2.53042 -0.77934 -0.006
C 0.65031 -2.17184 -0.40473 -0.907
C -1.15370 -2.55060 -2.11630 -0.244
C -2.47657 -2.77549 -2.47035 -0.236
H -3.77053 -3.25387 0.61679 0.213
H -1.42759 -2.80689 1.23483 0.208
H 1.32842 -2.32305 -1.24977 0.200
H 1.00770 -2.78162 0.42671 0.210
H -0.42613 -2.36203 -2.89871 0.209
H -2.77759 -2.77363 -3.51031 0.220
C 1.28347 -0.51837 4.43038 -0.599
C 1.34299 -0.87567 2.94605 -0.263
C 2.74329 -1.34022 2.56383 -0.612
C 0.89355 0.31473 2.10986 -0.442
H 1.57829 -1.36620 5.05173 0.209
H 0.27813 -0.21410 4.72921 0.204
H 1.96325 0.30918 4.65452 0.197
H 0.64350 -1.69692 2.75724 0.203
H 3.47468 -0.54881 2.76764 0.186
H 2.79724 -1.59651 1.50476 0.222
H 3.04267 -2.21661 3.14219 0.211
H 1.62272 1.13562 2.22224 0.158
H -0.07043 0.68379 2.48085 0.166